Density functional theory data (wB97M-V/def2-TZVPD) for C10H13N7NiO7 as an isolated structure.

Values from the calculation:
DFT total energy   -76387.7225 eV
Spin multiplicity   3

Structure (XYZ):
```
38
Properties=species:S:1:pos:R:3:mulliken_spin:R:1
Ni 0.3788 0.2973 1.1944 1.76
O 3.9162 1.2624 3.3918 0.00
C 3.0081 0.9660 2.4702 0.00
O 1.8230 1.1422 2.6328 0.01
C 3.6178 0.4553 1.1928 0.00
O 2.6231 -0.0126 0.3289 0.01
C 2.5627 -1.4565 0.2247 -0.01
C 1.9089 -2.1031 1.4438 0.00
O 2.3644 -3.1456 1.8809 0.00
O 0.8890 -1.4513 1.9040 0.06
H 3.4566 1.6152 4.1682 0.00
H 4.3730 -0.2961 1.4252 0.00
H 4.1150 1.3088 0.7284 0.00
H 3.5634 -1.8607 0.0837 0.00
H 1.9455 -1.6582 -0.6485 0.00
N -4.7495 -0.8606 0.5839 0.00
N -3.5253 -0.8093 1.2248 0.00
N -3.1920 -1.6760 2.1567 0.00
C -1.9458 -1.2991 2.4073 0.00
N -1.5935 -0.2484 1.6579 0.04
N -2.6225 0.0465 0.8840 0.00
H -5.3946 -1.3237 1.2067 0.00
H -5.0325 0.0845 0.3687 0.00
H -1.2908 -1.7877 3.1082 0.00
C -1.0295 -0.1238 -4.2967 0.00
N -0.8507 0.5586 -3.0198 0.00
C -1.1859 1.8680 -2.8584 0.00
C -1.0114 2.5292 -1.6972 0.01
C -0.4463 1.7776 -0.6128 0.00
O -0.2430 2.2162 0.5558 0.05
N -0.0945 0.4914 -0.8028 0.05
C -0.2667 -0.1804 -1.9677 0.01
O 0.0527 -1.3442 -2.1604 0.00
H -1.6974 0.4674 -4.9195 0.00
H -1.4549 -1.1076 -4.1257 0.00
H -0.0759 -0.2574 -4.8075 0.00
H -1.6081 2.3510 -3.7306 0.00
H -1.2872 3.5649 -1.5767 0.00
```

***

Density functional theory data (wB97M-V/def2-TZVPD) for C12H43I2N18O11P2 as an isolated structure.

Values from the calculation:
Net charge   +1
DFT total energy   -97268.9135 eV
Spin multiplicity   1

Structure (XYZ):
```
88
Properties=species:S:1:pos:R:3:mulliken_charge:R:1
C 4.4901 -0.1223 1.7441 -1.45
C 3.2184 0.5911 1.9977 0.55
I 2.6550 0.6943 4.0361 0.13
C 2.4312 1.1334 1.0524 -0.29
I 2.8927 1.0497 -0.9903 0.25
P 0.8811 1.9121 1.4707 0.12
P -0.4788 0.2408 2.2086 0.34
O 0.2221 -1.0981 1.6072 -0.31
O -1.8947 0.4303 1.5262 -0.40
H 4.2733 -1.1740 1.5930 0.33
H 5.0028 0.2434 0.8691 0.43
H 5.1519 -0.0623 2.5945 0.41
H 1.0886 2.7300 2.5757 0.19
H 0.3779 2.6582 0.4001 -0.09
H -0.4628 -1.7209 1.3256 0.30
H -1.8580 0.9226 0.6482 0.39
C -1.3387 2.9538 -1.4024 0.77
O -1.8257 2.5280 -0.3417 -0.79
N -0.9712 4.2424 -1.5184 -0.24
N -1.1353 2.1555 -2.4731 -0.31
H -0.5681 4.6262 -2.3513 0.10
H -1.1034 4.8577 -0.7306 0.20
H -1.3955 1.1878 -2.4018 0.18
H -0.7236 2.4842 -3.3261 0.16
C -0.7919 -4.0706 4.8030 0.66
O -1.4301 -4.4882 5.7517 -0.65
N -0.5120 -2.7369 4.6309 -0.28
N -0.2959 -4.8946 3.8314 -0.32
H 0.0164 -2.3581 3.8682 0.12
H -0.8621 -2.1123 5.3329 0.17
H -0.4773 -5.8764 3.9278 0.21
H 0.2387 -4.5762 3.0472 0.14
C -0.4502 7.8301 -0.6566 0.56
O -0.2044 6.6432 -0.4071 -0.75
N -0.9562 8.6699 0.2716 -0.30
N -0.2150 8.3710 -1.8813 -0.36
H -1.1442 9.6385 0.0940 0.17
H -1.1281 8.3010 1.1873 0.21
H 0.1685 7.7749 -2.5885 0.19
H -0.3919 9.3337 -2.0990 0.18
C -4.7459 -1.0041 -1.4611 0.59
O -5.4944 -0.4860 -2.2679 -0.65
N -4.0614 -0.2692 -0.5219 -0.25
N -4.5198 -2.3532 -1.4246 -0.26
H -3.4400 -0.6719 0.1509 0.17
H -4.2053 0.7234 -0.5212 0.16
H -4.9821 -2.9257 -2.1066 0.13
H -3.9053 -2.7972 -0.7707 0.11
C 2.4430 9.9882 0.8879 0.60
O 1.4964 10.5546 0.3697 -0.60
N 3.4196 10.6711 1.5590 -0.41
N 2.6067 8.6270 0.8419 -0.29
H 4.2073 10.2308 1.9931 0.15
H 3.3288 11.6678 1.6099 0.23
H 1.9103 8.0889 0.3602 0.17
H 3.3810 8.1519 1.2629 0.17
C 4.0334 -0.1624 -4.4352 0.64
O 3.5631 0.9279 -4.1420 -0.65
N 3.4161 -1.3273 -4.0635 -0.37
N 5.1896 -0.2944 -5.1459 -0.40
H 3.7733 -2.2392 -4.2811 0.20
H 2.5578 -1.2548 -3.5354 0.16
H 5.6540 0.5480 -5.4287 0.24
H 5.5896 -1.1783 -5.3957 0.16
C 0.0310 -2.0901 -4.7643 0.65
O 0.4018 -1.7705 -3.6391 -0.68
N -1.2687 -2.3841 -5.0496 -0.38
N 0.9130 -2.1682 -5.8055 -0.31
H -1.5896 -2.6468 -5.9614 0.16
H -1.9291 -2.3334 -4.2965 0.20
H 1.8610 -1.9470 -5.5656 0.25
H 0.6678 -2.4192 -6.7435 0.16
C 1.7789 -7.7654 6.0089 0.64
O 2.3966 -7.1260 5.1734 -0.64
N 2.1171 -9.0505 6.3430 -0.39
N 0.7007 -7.2493 6.6727 -0.34
H 1.6251 -9.5940 7.0252 0.16
H 2.9035 -9.4542 5.8720 0.22
H 0.4318 -6.3076 6.4466 0.17
H 0.1737 -7.7526 7.3597 0.16
C -5.0584 -5.9506 -1.7687 0.67
O -4.3323 -5.2408 -2.4497 -0.63
N -4.7659 -7.2648 -1.5309 -0.42
N -6.2144 -5.4985 -1.1918 -0.33
H -5.3421 -7.8705 -0.9794 0.16
H -3.9276 -7.6290 -1.9411 0.22
H -6.4687 -4.5409 -1.3414 0.20
H -6.8146 -6.0748 -0.6342 0.18
```

***

Density functional theory data (wB97M-V/def2-TZVPD) for a 3-piece molecular cluster, C4H13NO3 overall.

Values from the calculation:
DFT total energy   -11989.6100 eV
Structure (SMILES)   NCCCC=O.O.O
Spin multiplicity   1

Structure (XYZ):
```
21
Properties=species:S:1:pos:R:3:mulliken_charge:R:1
O -0.7642 0.1469 -1.6740 -0.49
C 0.1715 -0.5851 -1.8575 -0.13
C 0.8125 -1.3630 -0.7312 -0.48
C 0.0588 -1.5080 0.5525 -0.44
C 0.8195 -1.2517 1.9731 -0.73
N 0.8411 0.1560 2.1880 -0.53
H 0.4097 -0.8000 -2.9225 0.41
H 0.7200 -2.3064 -1.3233 0.25
H 1.8429 -1.0614 -0.5096 0.39
H -0.5517 -2.4645 0.4912 0.40
H -0.8430 -0.7343 0.6505 0.18
H 0.3555 -1.9463 2.6671 0.34
H 1.9148 -1.6326 1.8907 0.28
H 1.1232 0.7263 1.4200 0.26
H 0.0311 0.5363 2.6186 0.24
H -1.5061 1.6895 -2.2340 0.41
H -2.8925 1.7155 -1.8205 0.27
O -2.1536 2.2251 -1.8571 -0.64
H 0.4877 3.3862 0.1345 0.32
H -0.7911 2.4566 -0.1868 0.37
O -0.0863 2.6150 0.5302 -0.68
```

***

Density functional theory data (wB97M-V/def2-TZVPD) for C28H23N6O3STi as an isolated structure.

Values from the calculation:
Net charge   -2
DFT total energy   -78444.1575 eV
Spin multiplicity   2

Structure (XYZ):
```
62
Properties=species:S:1:pos:R:3:mulliken_spin:R:1
Ti 0.1785 0.5337 0.3753 0.21
C -2.9055 -2.1359 2.0365 0.00
C -1.7424 -1.8563 1.1057 -0.01
O -1.6802 -0.6668 0.6582 0.01
C -0.8600 -2.8717 0.7922 0.00
C 0.2005 -2.6972 -0.1568 0.01
C 0.9254 -3.9178 -0.6654 0.00
N 0.5109 -1.5165 -0.5965 -0.01
N 1.4592 -1.4868 -1.6098 -0.01
C 1.5797 -0.2678 -2.0475 0.01
O 0.9253 0.7497 -1.6120 0.00
C 2.5529 -0.0317 -3.1554 -0.01
C 3.2323 -1.0786 -3.7773 0.00
C 4.1295 -0.8234 -4.8011 0.00
C 4.3656 0.4829 -5.2194 0.00
C 3.6962 1.5285 -4.5991 0.00
C 2.7952 1.2736 -3.5732 0.00
H -2.8134 -1.4928 2.9152 0.00
H -2.9493 -3.1800 2.3506 0.00
H -3.8362 -1.8647 1.5324 0.00
H -1.0186 -3.8579 1.2086 0.00
H 0.5715 -4.8115 -0.1503 0.00
H 2.0000 -3.8058 -0.5151 0.00
H 0.7686 -4.0328 -1.7397 0.00
H 3.0404 -2.0853 -3.4302 0.00
H 4.6542 -1.6457 -5.2749 0.00
H 5.0715 0.6823 -6.0177 0.00
H 3.8816 2.5503 -4.9104 0.00
H 2.2707 2.0745 -3.0670 0.00
O -0.4186 0.9144 2.3393 -0.01
C -1.4337 1.4548 2.8961 -0.03
C -1.5529 1.3835 4.3160 0.01
C -2.6159 1.9152 5.0025 0.00
C -3.6442 2.5737 4.3188 0.00
C -3.5500 2.6754 2.9449 0.00
C -2.4857 2.1447 2.2097 0.01
C -2.4469 2.3375 0.7630 0.00
N -1.5690 1.8565 -0.0911 -0.03
C -1.8918 2.3307 -1.3356 0.02
C -3.0032 3.1059 -1.2514 0.02
N -3.3471 3.1098 0.0847 0.00
H -0.7496 0.8718 4.8323 0.00
H -2.6556 1.8217 6.0831 0.00
H -4.4906 2.9961 4.8457 0.00
H -4.3549 3.1887 2.4265 0.00
H -1.2825 2.0842 -2.1885 -0.01
H -3.5591 3.6580 -1.9882 0.00
H -4.1005 3.6232 0.4972 0.00
N 6.3840 -2.0653 3.6700 0.00
C 5.4405 -1.6455 3.1404 0.00
C 4.2892 -1.1349 2.4963 0.00
C 4.3606 -0.0901 1.5398 0.00
C 3.2271 0.3751 0.9432 -0.02
N 1.9721 -0.1224 1.1943 -0.06
C 1.9116 -1.1455 2.1130 0.01
C 3.0038 -1.6448 2.7666 -0.01
H 5.3169 0.3429 1.2750 0.00
H 3.2662 1.1871 0.2298 0.03
H 0.9266 -1.5510 2.3040 0.01
H 2.8755 -2.4476 3.4822 0.00
S 1.2388 4.0388 -0.0698 0.22
C 1.0752 2.5227 0.3591 0.63
```

***

Density functional theory data (wB97M-V/def2-TZVPD) for one molecule with the formula C21H24N2O2.

Values from the calculation:
DFT total energy   -29239.9260 eV
Structure (SMILES)   NCc1ccc(C/N=C2\[C@@H]3[C@@H]4[C@H]5C[C@H]6[C@@H]4[C@@H]3C3(OCCO3)[C@H]6[C@@H]25)cc1
Spin multiplicity   1

Structure (XYZ):
```
49
Properties=species:S:1:pos:R:3:mulliken_charge:R:1
N 1.4336 2.1023 -0.1304 -0.82
O 1.8794 -2.2508 -2.6990 -0.49
O 1.7161 0.0442 -2.6373 -0.44
C 1.4896 0.8098 0.1176 -0.74
C 0.1081 3.4606 2.0206 -0.63
C -1.9455 2.5841 1.0213 -0.80
C -0.5687 3.7404 3.2185 -0.69
C -2.5869 2.7731 2.2493 -0.54
C -0.5890 2.9070 0.9279 0.77
C -1.9209 3.4157 3.3528 0.86
N -3.6383 2.6968 4.9936 -0.64
C 0.1364 2.7090 -0.3802 -0.98
C -2.5486 3.6462 4.7089 -0.60
C 2.5794 -1.7189 -3.8258 -0.46
C 1.9005 -0.3802 -3.9885 -0.51
C 3.0425 -2.1232 1.4589 -0.79
C 1.7298 -1.1368 -1.7921 1.65
C 2.7098 -0.0218 0.2922 -0.14
C 0.3473 -0.1651 0.2266 0.58
C 2.3109 -0.7977 1.5664 -0.86
C 2.8295 -1.1735 -0.7607 -1.26
C 0.4769 -1.2657 -0.8786 -1.19
C 2.4538 -2.3913 0.0863 -0.66
C 0.8165 -1.1647 1.2956 -0.59
C 0.9184 -2.2430 0.2104 -0.40
H 1.1628 3.6631 1.9676 0.45
H -2.4438 2.1158 0.2051 0.43
H 0.0229 4.1565 4.0419 0.32
H -3.6333 2.4805 2.3470 0.17
H -4.4483 2.8326 4.3816 0.26
H -3.3073 1.7705 4.8768 0.26
H -0.4991 2.0967 -1.0469 0.38
H 0.2703 3.6598 -0.9184 0.41
H -2.9198 4.6457 4.8143 0.31
H -1.7912 3.4713 5.4798 0.39
H 3.6008 -1.5736 -3.6369 0.28
H 2.4224 -2.3093 -4.7266 0.42
H 2.4649 0.3509 -4.5514 0.37
H 0.9381 -0.5202 -4.5014 0.25
H 4.1378 -2.0576 1.4375 0.39
H 2.7110 -2.7869 2.2329 0.46
H 3.6108 0.5429 0.4292 0.74
H -0.6750 0.1720 0.3983 0.74
H 2.5069 -0.1901 2.4249 0.65
H 3.8120 -1.2993 -1.1904 0.72
H -0.3966 -1.5431 -1.4169 0.74
H 2.7698 -3.3454 -0.3326 0.52
H 0.2254 -1.3295 2.2275 0.34
H 0.3075 -3.1300 0.3323 0.36
```

***

Density functional theory data (wB97M-V/def2-TZVPD) for C25H26CrIN4O2P as an isolated structure.

Values from the calculation:
Net charge   +1
DFT total energy   -82208.7689 eV
Spin multiplicity   2

Structure (XYZ):
```
60
Properties=species:S:1:pos:R:3:mulliken_spin:R:1
Cr 0.2426 0.4112 0.2077 1.10
N -0.2695 0.2888 2.4128 -0.01
C -0.8298 -1.0581 2.6340 0.00
C -1.5431 -1.4988 1.3225 0.01
O -2.5664 -2.1410 1.3485 0.01
O -0.9346 -1.1085 0.2675 -0.03
H 0.4698 0.4712 3.0924 0.00
H -1.0051 0.9611 2.6373 0.00
H -1.5337 -1.1040 3.4686 0.00
H -0.0289 -1.7749 2.8351 0.00
N 2.1533 -0.5379 0.9213 0.00
H 2.7673 0.0885 1.4437 0.00
H 2.6741 -0.8411 0.0972 0.00
H 2.0213 -1.3774 1.4850 0.00
I 1.1120 3.2119 0.2694 0.00
C -0.9784 2.9180 -0.0655 0.01
C -1.8867 3.9398 -0.1772 0.00
C -3.2199 3.5869 -0.3751 0.01
C -3.5394 2.2352 -0.4768 0.00
C -2.5448 1.2869 -0.3561 0.02
N -1.2609 1.6103 -0.1210 -0.02
H -1.5732 4.9687 -0.1113 0.00
H -3.9750 4.3516 -0.4473 0.00
H -4.5521 1.9126 -0.6562 0.00
H -2.7406 0.2254 -0.4352 0.00
N 0.7709 0.3025 -1.5435 -0.06
P 1.1875 -0.7155 -2.6565 -0.01
C 2.1394 -2.0475 -1.8458 0.00
C 3.5176 -2.1970 -1.9223 0.00
C 4.1310 -3.1997 -1.1841 0.00
C 3.3814 -4.0174 -0.3526 0.00
C 2.0074 -3.8431 -0.2569 0.00
C 1.3826 -2.8653 -1.0064 0.00
C -0.0283 -1.7155 -3.5827 0.00
C -1.3968 -1.5064 -3.5598 0.00
C -2.2234 -2.3164 -4.3242 0.00
C -1.6880 -3.3235 -5.1107 0.00
C -0.3182 -3.5423 -5.1191 0.00
C 0.5090 -2.7476 -4.3499 0.00
C 2.1987 0.1216 -3.9169 0.00
C 3.1575 1.0224 -3.4639 0.00
C 3.9511 1.7032 -4.3682 0.00
C 3.7858 1.4883 -5.7275 0.00
C 2.8033 0.6241 -6.1803 0.00
C 2.0048 -0.0595 -5.2799 0.00
H 4.0977 -1.5610 -2.5801 0.00
H 5.1971 -3.3502 -1.2684 0.00
H 3.8642 -4.8001 0.2147 0.00
H 1.4240 -4.4820 0.3874 0.00
H 0.3097 -2.7292 -0.9654 0.00
H -1.7975 -0.7132 -2.9454 0.00
H -3.2908 -2.1655 -4.2961 0.00
H -2.3358 -3.9412 -5.7153 0.00
H 0.1031 -4.3385 -5.7150 0.00
H 1.5785 -2.9187 -4.3503 0.00
H 3.2651 1.1812 -2.3985 0.00
H 4.6999 2.3989 -4.0215 0.00
H 4.4177 2.0032 -6.4339 0.00
H 2.6599 0.4784 -7.2393 0.00
H 1.2404 -0.7328 -5.6370 0.00
```

***

Density functional theory data (wB97M-V/def2-TZVPD) for one molecule with the formula C6H13N.

Values from the calculation:
DFT total energy   -7922.6261 eV
Structure (SMILES)   CC/C(C)=C(/C)N
Spin multiplicity   1

Structure (XYZ):
```
20
Properties=species:S:1:pos:R:3:mulliken_charge:R:1
C -1.0402 1.9044 -0.9518 -1.01
C 0.1436 0.9828 -1.2743 -0.89
N 0.7425 0.8174 1.5528 -0.56
C 0.3844 -0.3379 0.8129 0.83
C 0.0654 -0.3073 -0.4790 0.54
C -0.3849 -1.5465 -1.2170 -1.59
C 0.1621 -1.5621 1.6584 -1.49
H -2.0133 1.5131 -1.2444 0.31
H -1.0206 2.1346 0.1167 0.29
H -0.9257 2.8837 -1.4307 0.32
H 1.0394 1.4921 -0.9183 0.28
H 0.2324 0.8018 -2.3443 0.41
H 1.3454 1.4561 1.0529 0.19
H 1.1692 0.5825 2.4404 0.25
H 0.0257 -1.5340 -2.2263 0.42
H -1.4686 -1.5403 -1.3012 0.28
H -0.0459 -2.4707 -0.7524 0.35
H 0.3519 -1.3622 2.7066 0.44
H 0.7825 -2.4023 1.3480 0.31
H -0.8758 -1.8797 1.5823 0.30
```

***

| no. | largest force on an atom (eV/Å) |
| --- | --- |
| 1 | 0.402 |
| 2 | 2.999 |
| 3 | 4.696 |
| 4 | 0.743 |
| 5 | 4.381 |
| 6 | 2.635 |
| 7 | 0.959 |